Entry 1:
Molecular formula: C3H5O3Sm
Method: DFT, ωB97M-V/def2-TZVPD

```
12
C3H5O3Sm (ωB97M-V/def2-TZVPD)
Sm 2.95 0.77 0.45
O 1.97 -1.47 0.04
O -0.19 -1.19 0.50
C -1.18 -0.23 0.11
C -0.51 1.14 0.21
O 0.76 1.05 -0.34
C 0.82 -1.27 -0.35
H -1.49 -0.44 -0.93
H -2.03 -0.36 0.79
H -0.49 1.44 1.27
H -1.15 1.87 -0.33
H 0.55 -1.31 -1.42
```

The net charge is +1. The energy above the lowest of the compared OMol25 structures with the same formula, charge and spin is 0.057 eV. The value obtained for the HOMO energy (alpha / beta) is -12.810 / -13.291 eV. As for the expectation value of S²: 12.008. The spin multiplicity is 7. The frontier orbital gap (alpha / beta) comes out at 7.822 / 8.390 eV.

=====

Entry 2:
Molecular formula: C18H22Br22FO3PS
Method: DFT, ωB97M-V/def2-TZVPD

```
68
C18H22Br22FO3PS (ωB97M-V/def2-TZVPD)
C 1.42 -0.32 3.23
C 1.64 0.24 2.19
C 1.95 1.19 1.09
C 0.90 2.30 0.82
Br 1.98 3.64 -0.21
C 0.38 3.19 2.00
F 0.56 2.79 3.29
O -0.89 3.72 1.67
C -1.19 3.24 0.38
O -1.91 3.89 -0.29
C -0.44 1.91 0.11
C -1.11 0.57 0.60
C -1.87 0.63 1.96
C -3.41 0.49 1.76
C -4.07 1.77 1.24
O -3.90 1.81 -0.17
P -0.24 1.54 -1.74
S -1.85 1.87 -2.79
H 1.16 -0.83 4.13
H 2.93 1.66 1.19
H 2.00 0.59 0.17
H 1.00 4.10 1.95
H -0.37 -0.25 0.58
H -1.85 0.32 -0.17
H -1.62 1.47 2.59
H -1.58 -0.27 2.52
H -3.64 -0.36 1.10
H -3.86 0.26 2.74
H -5.15 1.81 1.45
H -3.57 2.62 1.75
H -4.10 2.70 -0.48
H -0.01 0.14 -1.77
H 0.93 2.13 -2.26
C -0.84 -3.91 1.53
Br -0.15 -4.33 -0.22
Br 0.32 -2.67 2.47
Br -2.66 -3.28 1.45
H -0.85 -4.84 2.09
C -3.20 -7.81 -0.22
Br -2.46 -7.25 1.47
Br -3.73 -6.30 -1.29
Br -2.00 -8.98 -1.17
H -4.10 -8.37 0.00
C 5.67 3.59 -2.68
Br 7.42 3.11 -3.34
Br 4.39 2.17 -2.92
Br 5.75 4.18 -0.84
H 5.33 4.43 -3.27
C 0.30 -0.48 -6.06
Br 1.19 -2.16 -5.72
Br -1.58 -0.58 -5.63
Br 1.16 1.00 -5.15
H 0.38 -0.28 -7.12
C 2.58 -6.10 3.39
Br 3.68 -7.64 3.77
Br 0.71 -6.47 3.73
Br 3.19 -4.53 4.33
H 2.68 -5.89 2.33
C -3.44 4.76 4.18
Br -2.49 3.12 4.49
Br -5.31 4.60 4.59
Br -2.62 6.24 5.11
H -3.36 4.98 3.12
C 4.67 -0.13 -6.55
Br 6.21 0.80 -5.88
Br 4.31 0.27 -8.40
Br 4.80 -2.03 -6.24
H 3.81 0.22 -5.98
```

The net charge is 0. The value obtained for the HOMO energy is -8.417 eV. The spin multiplicity is 1. The frontier orbital gap comes out at 7.997 eV.

=====

Entry 3:
Molecular formula: C2H3NO
Method: DFT, ωB97M-V/def2-TZVPD

```
7
C2H3NO (ωB97M-V/def2-TZVPD)
C 0.54 -0.35 -0.04
C -0.77 0.44 0.20
N 1.87 -0.04 0.33
O -0.97 1.61 0.13
H 0.25 -1.40 0.13
H 0.60 0.01 -1.19
H -1.51 -0.27 0.44
```

The net charge is 0. The energy above the lowest of the compared OMol25 structures with the same formula, charge and spin is 4.808 eV. The value obtained for the HOMO energy (alpha / beta) is -10.213 / -9.520 eV. The spin multiplicity is 1. The frontier orbital gap (alpha / beta) comes out at 9.048 / 8.625 eV.

=====

Entry 4:
Molecular formula: C6H4INO2S
Method: DFT, ωB97M-V/def2-TZVPD

```
15
C6H4INO2S (ωB97M-V/def2-TZVPD)
C 2.09 -0.97 -1.14
C 1.60 -0.64 0.15
C 1.27 -0.51 -2.17
C 0.30 -0.22 0.13
C -1.82 1.75 0.37
C -0.66 -0.22 1.20
N -1.78 0.40 1.16
O -2.60 2.01 -0.46
O -2.72 0.16 1.93
S -0.32 -0.08 -1.54
I -0.61 -1.60 2.75
H 3.08 -1.40 -1.14
H 2.14 -0.76 1.06
H 1.20 -0.42 -3.25
H -1.17 2.49 0.93
```

The net charge is 0. The energy above the lowest of the compared OMol25 structures with the same formula, charge and spin is 0.000 eV. The value obtained for the HOMO energy (alpha / beta) is -8.427 / -8.430 eV. The spin multiplicity is 1. The frontier orbital gap (alpha / beta) comes out at 7.743 / 7.745 eV.

=====

Entry 5:
Molecular formula: C5H5N3O
Method: DFT, ωB97M-V/def2-TZVPD

```
14
C5H5N3O (ωB97M-V/def2-TZVPD)
C -1.40 1.05 0.07
C -0.62 -0.49 -1.39
C 0.53 -0.70 -0.53
C 1.73 -1.07 0.19
C 0.34 0.14 0.55
H -3.16 2.11 -0.40
H -0.85 -1.02 -2.42
H 1.55 -2.20 0.35
H 2.94 -1.17 -0.10
H 1.78 0.10 2.17
N -1.46 0.50 -1.13
N 1.56 -0.04 1.19
N -0.44 0.97 1.05
O -2.50 1.82 0.40
```

The net charge is 0. The energy above the lowest of the compared OMol25 structures with the same formula, charge and spin is 3.971 eV. The value obtained for the HOMO energy is -8.781 eV. The spin multiplicity is 1. The frontier orbital gap comes out at 9.552 eV.

=====

Entry 6:
Molecular formula: C4H10NO2
Method: DFT, ωB97M-V/def2-TZVPD

```
17
C4H10NO2 (ωB97M-V/def2-TZVPD)
O -0.55 -2.16 -1.47
C -0.33 -2.34 0.00
C -0.43 -1.08 0.89
N -0.42 0.36 0.59
C 0.54 0.85 -0.47
C 0.42 2.39 -0.37
O 0.28 -3.26 0.46
H -0.09 -2.99 -1.99
H 0.52 -1.30 1.48
H -1.12 -1.13 1.80
H -0.24 0.82 1.57
H -1.42 0.65 0.24
H 1.61 0.33 -0.31
H 0.05 0.48 -1.46
H 1.51 2.83 -0.38
H -0.34 2.80 -1.15
H 0.00 2.74 0.55
```

The net charge is +1. The energy above the lowest of the compared OMol25 structures with the same formula, charge and spin is 3.298 eV. The value obtained for the HOMO energy is -15.294 eV. The spin multiplicity is 1. The frontier orbital gap comes out at 11.387 eV.

=====

Entry 7:
Molecular formula: C3H3N3O
Method: DFT, ωB97M-V/def2-TZVPD

```
10
C3H3N3O (ωB97M-V/def2-TZVPD)
O 2.18 -0.57 0.16
C 0.90 -0.23 0.06
C 0.69 1.17 -0.02
N -0.59 1.43 -0.11
N -1.69 0.58 -0.13
C -1.30 -0.67 -0.05
N -0.03 -1.15 0.05
H 2.22 -1.53 0.22
H -0.45 2.44 -0.14
H -2.07 -1.45 -0.06
```

The net charge is 0. The energy above the lowest of the compared OMol25 structures with the same formula, charge and spin is 3.224 eV. The value obtained for the HOMO energy is -8.870 eV. The spin multiplicity is 1. The frontier orbital gap comes out at 8.895 eV.

=====

Entry 8:
Molecular formula: C39H60OP3S3SiTi
Method: DFT, ωB97M-V/def2-TZVPD

```
108
C39H60OP3S3SiTi (ωB97M-V/def2-TZVPD)
Ti 0.25 -0.31 -1.05
C 5.46 1.46 -0.55
C 4.08 1.45 -1.24
C 3.80 2.82 -1.89
P 2.63 0.87 -0.19
C 3.35 -0.44 1.00
C 4.45 -1.28 0.34
C 3.77 0.02 2.39
C 2.37 2.23 1.01
C 3.34 3.15 1.40
C 3.14 3.97 2.50
C 1.97 3.85 3.24
C 0.98 2.98 2.82
C 1.14 2.20 1.68
Si -0.28 1.18 0.86
C -1.38 2.62 0.18
C -1.30 3.92 0.67
C -1.86 5.00 0.01
C -2.52 4.79 -1.19
C -2.64 3.50 -1.70
C -2.08 2.42 -1.02
P -2.32 0.69 -1.58
C -3.99 0.39 -0.73
C -5.20 1.10 -1.33
C -3.91 0.73 0.76
C -2.96 0.80 -3.35
C -2.03 1.35 -4.42
C -3.46 -0.58 -3.77
C -0.73 0.11 2.40
C -1.31 0.67 3.54
C -1.29 0.01 4.76
C -0.63 -1.20 4.87
C -0.10 -1.80 3.74
C -0.18 -1.18 2.49
P 0.10 -2.08 0.91
C -1.46 -3.14 0.89
C -2.70 -2.29 0.64
C -1.68 -4.03 2.11
C 1.33 -3.51 1.06
C 2.23 -3.55 2.30
C 2.15 -3.55 -0.23
H 6.08 0.63 -0.91
H 5.40 1.39 0.53
H 5.98 2.38 -0.80
H 4.10 0.72 -2.05
H 3.82 3.63 -1.16
H 2.85 2.85 -2.39
H 4.58 3.01 -2.63
H 2.47 -1.08 1.13
H 5.43 -0.85 0.53
H 4.31 -1.37 -0.74
H 4.46 -2.29 0.76
H 4.58 0.76 2.35
H 4.14 -0.84 2.96
H 2.94 0.46 2.94
H 4.28 3.22 0.87
H 3.90 4.67 2.80
H 1.82 4.45 4.13
H 0.06 2.91 3.40
H -0.76 4.11 1.59
H -1.77 6.00 0.41
H -2.94 5.63 -1.74
H -3.15 3.36 -2.64
H -4.17 -0.69 -0.82
H -5.04 2.18 -1.40
H -6.06 0.95 -0.67
H -5.47 0.71 -2.31
H -3.96 1.81 0.91
H -2.98 0.38 1.22
H -4.75 0.27 1.30
H -3.81 1.47 -3.29
H -1.21 0.66 -4.64
H -1.60 2.31 -4.14
H -2.60 1.49 -5.34
H -2.61 -1.23 -3.97
H -4.04 -0.50 -4.69
H -4.08 -1.05 -3.01
H -1.79 1.64 3.47
H -1.76 0.46 5.63
H -0.57 -1.71 5.83
H 0.38 -2.77 3.84
H -1.30 -3.79 0.02
H -2.96 -1.75 1.55
H -3.55 -2.92 0.37
H -2.52 -1.57 -0.15
H -1.97 -3.44 2.97
H -0.81 -4.63 2.37
H -2.50 -4.72 1.89
H 0.71 -4.41 1.06
H 2.58 -2.56 2.59
H 3.11 -4.17 2.09
H 1.71 -4.00 3.14
H 2.72 -2.63 -0.38
H 1.52 -3.67 -1.11
H 2.85 -4.39 -0.21
S 2.43 0.92 -4.83
C 1.73 0.49 -3.40
S 2.00 -1.07 -2.65
S 0.67 1.53 -2.51
C -2.39 -3.69 -2.67
C -0.97 -3.17 -2.84
O -0.86 -1.87 -2.24
H -2.39 -4.78 -2.69
H -3.05 -3.33 -3.46
H -2.80 -3.35 -1.72
H -0.71 -3.11 -3.89
H -0.27 -3.86 -2.36
H 0.02 -1.51 -2.56
```

The net charge is 0. The energy above the lowest of the compared OMol25 structures with the same formula, charge and spin is 1.756 eV. The value obtained for the HOMO energy (alpha / beta) is -7.224 / -7.142 eV. As for the expectation value of S²: 0.759. The spin multiplicity is 2. The frontier orbital gap (alpha / beta) comes out at 7.374 / 7.390 eV.

=====

| no. | total energy (a.u.) | molar mass (g/mol) |
| --- | --- | --- |
| 1 | -1000.74909 | 239.4 |
| 2 | -58392.32794 | 2126.3 |
| 3 | -207.82097 | 57.1 |
| 4 | -1132.01433 | 281.1 |
| 5 | -432.89781 | 123.1 |
| 6 | -363.31447 | 104.1 |
| 7 | -355.52139 | 97.1 |
| 8 | -4954.95381 | 810.0 |